C42H93ClI3N11O5P3 | the ωB97M-V functional and the def2-TZVPD basis

Element x y z (Å)
C -0.224001 5.550925 2.017774
C 0.602854 4.681884 1.049504
C -0.063377 3.298505 0.847697
N 0.098293 2.820557 -0.543172
C -0.744387 3.337423 -1.474141
C -1.808921 4.305602 -1.044816
C -3.098020 3.588739 -0.524944
C -4.379024 4.339925 -0.858354
I -4.248903 6.369181 -0.150759
C -0.634801 2.952206 -2.799934
C -1.550926 3.538756 -3.847302
C -2.986830 2.945055 -3.864200
C -3.241849 1.924179 -4.978920
Cl -4.906404 2.080883 -5.595015
C 0.357358 2.023826 -3.144488
C 0.457788 1.571614 -4.579977
N 1.468594 2.399310 -5.264321
C 1.241507 1.531944 -2.176919
C 2.342427 0.590479 -2.626437
I 4.242343 1.604766 -2.556726
C 2.388870 -0.800512 -1.950616
C 1.006326 -1.474503 -1.925147
I 3.683325 -2.018154 -3.208700
C 1.082204 1.948163 -0.858586
C 1.984787 1.434700 0.233160
C 1.379271 0.201831 0.981970
C 0.989164 0.441543 2.449420
C 0.771473 -0.878785 3.177146
O -0.122929 -1.019228 3.974373
O 1.626808 -1.871914 2.830426
C 0.957795 -2.948912 2.114151
C 2.024450 -3.791022 1.417013
H -0.821213 4.896461 2.654849
H 0.434135 6.122454 2.667864
H -0.879831 6.242510 1.490988
H 0.766919 5.169059 0.088363
H 1.584758 4.519746 1.496730
H -1.112394 3.325843 1.117856
H 0.411528 2.624432 1.541439
H -2.073810 4.989143 -1.845623
H -1.474724 4.921702 -0.217593
H -3.133256 2.549453 -0.856266
H -3.033382 3.572246 0.564756
H -5.196635 3.924966 -0.278590
H -4.598842 4.382386 -1.919251
H -1.638564 4.615094 -3.705692
H -1.130331 3.418237 -4.841995
H -3.705264 3.760919 -3.910034
H -3.161966 2.432769 -2.918471
H -2.528549 1.978204 -5.797320
H -3.201543 0.920218 -4.560426
H 0.762238 0.526556 -4.641503
H -0.514159 1.607497 -5.069380
H 1.197880 2.585522 -6.221675
H 1.529681 3.292668 -4.790321
H 2.218352 0.371447 -3.677497
H 2.902588 -0.792637 -0.997192
H 0.236074 -0.872352 -2.410617
H 0.687494 -1.744937 -0.920308
H 1.038048 -2.405986 -2.484643
H 2.933950 1.131462 -0.189740
H 2.165107 2.252987 0.927412
H 0.489879 -0.131390 0.450018
H 2.148991 -0.567276 0.995702
H 1.673546 1.103698 2.983954
H 0.010419 0.921213 2.484462
H 0.262676 -2.520394 1.383424
H 0.357112 -3.518249 2.821492
H 1.827844 -4.838496 1.636959
H 3.008816 -3.524473 1.800732
H 1.983594 -3.608776 0.343258
O -9.197139 6.453386 -0.416534
P -9.547449 7.893110 -0.284827
N -8.054142 8.664220 -0.602982
C -7.608632 9.931465 -0.058369
C -7.427386 8.310468 -1.869613
N -9.956214 7.975653 1.369407
C -9.554069 9.044475 2.261503
C -10.047145 6.714941 2.095276
N -10.574016 9.217844 -0.661980
C -12.007195 8.956052 -0.373401
C -10.510765 9.635731 -2.082606
H -8.210273 10.795757 -0.372545
H -6.581825 10.122106 -0.373881
H -7.577835 9.914544 1.027552
H -7.915403 8.763532 -2.743237
H -7.449106 7.228770 -2.008557
H -6.378142 8.608107 -1.881413
H -8.530462 8.906649 2.633260
H -10.218122 9.072589 3.130165
H -9.640475 10.020842 1.787417
H -9.060990 6.321622 2.371775
H -10.560890 5.959372 1.509041
H -10.625397 6.863268 3.010240
H -12.398929 8.115003 -0.953046
H -12.588871 9.845098 -0.615857
H -12.160955 8.748186 0.680457
H -10.689766 8.807562 -2.774085
H -9.545050 10.081455 -2.314897
H -11.257908 10.404760 -2.270185
O 2.357799 -7.131615 0.747398
P 2.449022 -7.947297 -0.492689
N 0.809986 -8.107254 -0.954234
C 0.225663 -9.225670 -1.669381
C 0.079317 -6.856699 -1.117986
N 3.056597 -9.412762 0.131906
C 2.592561 -10.730055 -0.256942
C 3.476671 -9.414294 1.528657
N 3.155981 -8.240356 -2.030764
C 4.638667 -8.314116 -1.993858
C 2.819518 -7.215263 -3.045872
H 0.610035 -9.359535 -2.690248
H -0.852730 -9.084360 -1.746224
H 0.354884 -10.159393 -1.130955
H 0.346465 -6.310327 -2.034209
H 0.273711 -6.194446 -0.272712
H -0.995175 -7.039555 -1.139112
H 1.673668 -11.014134 0.270593
H 3.354308 -11.477062 -0.016285
H 2.432587 -10.801730 -1.331446
H 2.627674 -9.486936 2.218967
H 4.036027 -8.515507 1.772092
H 4.137818 -10.265327 1.708141
H 5.090753 -7.381727 -1.641688
H 5.011566 -8.523667 -2.996296
H 4.972254 -9.122036 -1.350698
H 3.046406 -6.198627 -2.709998
H 1.766027 -7.266668 -3.316321
H 3.381533 -7.406897 -3.958351
O 5.656113 -3.078909 2.360964
P 6.794358 -3.599852 3.169370
N 8.113733 -3.447445 2.096126
C 9.289239 -4.296072 2.064346
C 8.333544 -2.112605 1.549971
N 6.330573 -5.228856 3.369467
C 7.226922 -6.361994 3.259474
C 4.994494 -5.590789 2.917309
N 7.690290 -3.619233 4.636521
C 6.853975 -3.874808 5.836475
C 8.421297 -2.358664 4.905571
H 9.911659 -4.240352 2.968218
H 9.919189 -4.012741 1.220763
H 9.029618 -5.336772 1.892622
H 8.766102 -1.409860 2.274903
H 7.390607 -1.688200 1.203796
H 8.999192 -2.155516 0.687897
H 7.395557 -6.652431 2.214353
H 6.797204 -7.225524 3.775625
H 8.183788 -6.170225 3.742450
H 4.948634 -5.715067 1.828307
H 4.270037 -4.835076 3.203096
H 4.677236 -6.527733 3.381109
H 6.087710 -3.106551 5.978163
H 7.492115 -3.894954 6.719729
H 6.363718 -4.840687 5.771294
H 7.772498 -1.478716 4.868446
H 9.235442 -2.221588 4.196033
H 8.877682 -2.404928 5.892764

Cartesian forces (eV/Å) of the 6 atoms listed first:
C 0.31 -0.25 -0.16
C -0.18 -0.10 0.37
C 0.53 0.74 0.25
N -0.24 -0.19 0.06
C -0.31 0.37 -0.23
C -0.40 -0.44 0.52

Summary:
HOMO level   -9.74 eV
Net charge   +1
Multiplicity   1
E_tot   -136376.77959 eV
Orbital gap   6.29 eV


C4H5N | the ωB97M-V functional and the def2-TZVPD basis

Element x y z (Å)
C 2.307480 -0.152277 -0.364969
C 1.192228 -0.356876 0.052547
C -0.152106 -0.569215 0.525901
C -1.240296 0.533179 0.184652
N -1.219056 -0.753178 -0.451166
H 3.300064 0.050360 -0.708039
H -0.477416 -0.241844 1.505902
H -0.804526 1.427394 -0.220484
H -2.115582 0.654942 0.837972
H -0.790786 -0.592489 -1.362314

Cartesian forces (eV/Å) of the 6 atoms listed first:
C -0.53 -0.11 0.24
C 0.33 0.52 0.11
C -0.32 1.90 0.07
C -0.20 0.57 -0.91
N -0.33 -0.06 -0.26
H -0.24 -0.13 0.05

Summary:
Energy relative to the best compared isomer or geometry (same formula, charge and spin)   104.5 kcal per mole
HOMO level   -8.62 eV
Net charge   0
Multiplicity   1
E_tot   -5714.31452 eV
Orbital gap   9.71 eV
Structure (SMILES)   C#C[C@H]1CN1